{"formula": "C5H11N3", "method": "wB97M-V/def2-TZVPD", "relative_energy_kj_mol": 683.38, "lumo_energy_ev": 0.780, "orbital_gap_ev": 9.97, "largest_force_ha_per_bohr": 0.11385, "homo_ev": -9.19, "symbols": ["C", "C", "C", "C", "C", "H", "H", "H", "H", "H", "H", "H", "H", "H", "H", "H", "N", "N", "N"], "positions_angstrom": [[-2.19, 0.94, -0.07], [-1.48, -0.26, 0.69], [-0.15, -1.59, -0.56], [1.92, 0.02, -0.02], [1.09, 1.08, -0.49], [-2.41, 1.78, 0.72], [-1.50, 1.33, -0.85], [-3.38, 0.50, -0.18], [-0.34, -0.08, 0.80], [-2.08, -0.36, 1.62], [0.29, -2.44, -1.17], [1.54, -1.77, 0.56], [0.93, 1.93, 0.35], [1.92, 1.45, -1.45], [-0.30, 0.74, -0.91], [3.35, -0.83, 0.76], [-1.41, -1.41, -0.34], [0.95, -1.06, 0.32], [3.27, 0.03, 0.22]], "mulliken_charge": [-0.80, -0.62, -0.02, 0.51, -0.66, 0.28, 0.36, 0.26, 0.45, 0.36, 0.34, 0.30, 0.23, 0.29, 0.02, 0.22, -0.40, -0.42, -0.71]}